{"formula": "C6H18Li4NO3", "method": "ωB97M-V/def2-TZVPD", "total_energy_ev": -14956.068, "lumo_energy_ev": -3.7, "e_above_lowest_kcal_mol": 245.44, "charge": 1, "largest_force_ev_per_a": 14.93, "symbols": ["Li", "Li", "Li", "Li", "O", "H", "O", "H", "O", "H", "C", "C", "N", "C", "C", "C", "C", "H", "H", "H", "H", "H", "H", "H", "H", "H", "H", "H", "H", "H", "H", "H"], "coordinates": [[8.704816, 11.901206, -16.701665], [6.896497, 11.668812, -17.436734], [7.703670, 10.227448, -16.310860], [8.455224, 10.648222, -18.323629], [7.409242, 11.564805, -16.083825], [6.975852, 12.132961, -15.417574], [7.174454, 10.281392, -17.664988], [6.418788, 9.717434, -17.920865], [8.238281, 12.067509, -18.015108], [8.271573, 12.844584, -18.606358], [3.369674, 13.031189, -18.712198], [4.782685, 12.359467, -18.511788], [5.617241, 12.706113, -17.379770], [4.942573, 12.263043, -16.109018], [4.366393, 10.832939, -16.118699], [6.020078, 14.146939, -17.274572], [6.806513, 14.697832, -18.495835], [2.951480, 12.775072, -19.685655], [3.524769, 14.100601, -18.855081], [2.724060, 12.751511, -17.879697], [4.730786, 11.293926, -18.735450], [5.315323, 12.744600, -19.381302], [4.244254, 13.046613, -15.814961], [5.641293, 12.298630, -15.273173], [4.870209, 10.162008, -16.814488], [3.298795, 10.907401, -16.325550], [4.613726, 10.327530, -15.185160], [5.176650, 14.737143, -16.916228], [6.651453, 14.059646, -16.390358], [7.515444, 15.440997, -18.130823], [7.468388, 13.979946, -18.980261], [6.128711, 15.217157, -19.173312]], "forces_ev_per_a": [[6.803, 2.526, 5.040], [-4.338, 3.837, -2.700], [1.789, -8.123, 4.685], [3.809, -3.830, -4.823], [-2.483, 6.398, 13.259], [1.343, -0.689, -0.479], [-5.996, -11.680, -6.114], [1.002, 0.040, 0.039], [3.365, 9.081, -9.388], [0.516, -1.164, 0.631], [1.320, -0.375, 0.371], [-0.829, 1.416, -2.450], [-3.744, 1.302, 0.734], [0.173, 0.668, -0.036], [0.342, 0.542, -0.073], [0.451, -1.676, 0.305], [-0.476, 0.551, 1.164], [-0.084, -0.671, 0.217], [-0.197, 0.206, 0.764], [-0.357, 0.440, -0.266], [-0.043, -0.133, 0.637], [0.376, -0.097, -0.195], [-0.742, -0.279, -0.139], [-0.532, 0.351, -0.064], [-0.340, 0.393, -0.405], [0.090, -0.613, 0.131], [-0.652, 0.324, 0.360], [-0.136, 0.429, -0.587], [0.468, 0.617, -0.021], [-0.186, 0.265, 0.108], [-0.954, 0.279, -0.386], [0.242, -0.335, -0.321]], "nbo_charge": [0.93, 0.83, 0.93, 0.94, -1.38, 0.48, -1.38, 0.50, -1.38, 0.49, -0.64, -0.24, -0.53, -0.20, -0.63, -0.21, -0.61, 0.23, 0.21, 0.21, 0.20, 0.20, 0.20, 0.16, 0.20, 0.24, 0.23, 0.20, 0.19, 0.24, 0.17, 0.23]}

---

{"formula": "C69H77AuGe2N4S4", "method": "ωB97M-V/def2-TZVPD", "total_energy_ev": -238835.034, "lumo_energy_ev": -1.8, "e_above_lowest_kcal_mol": 10.68, "charge": 0, "largest_force_ev_per_a": 0.71, "symbols": ["Au", "C", "C", "C", "C", "C", "C", "C", "C", "C", "C", "N", "C", "C", "C", "C", "C", "N", "H", "H", "H", "H", "H", "H", "H", "H", "H", "H", "H", "H", "H", "H", "H", "H", "H", "C", "C", "C", "C", "C", "C", "C", "C", "C", "C", "C", "C", "C", "C", "C", "Ge", "S", "S", "Ge", "S", "S", "C", "C", "C", "C", "C", "C", "C", "C", "C", "C", "C", "C", "C", "C", "C", "C", "C", "C", "C", "C", "C", "C", "C", "C", "C", "C", "C", "C", "C", "C", "C", "C", "C", "H", "H", "H", "H", "H", "H", "H", "H", "H", "H", "H", "H", "H", "H", "H", "H", "H", "H", "H", "H", "H", "H", "H", "H", "H", "H", "H", "H", "H", "H", "H", "H", "H", "H", "H", "H", "H", "H", "H", "H", "H", "H", "H", "H", "H", "H", "H", "H", "H", "H", "N", "C", "N", "C", "C", "C", "C", "C", "H", "H", "H", "H", "H", "H", "H", "H", "H", "H"], "coordinates": [[-0.793907, 1.215002, -0.316984], [-5.933536, 0.819608, 2.922918], [-4.499194, 0.299825, 2.798977], [-3.479461, 1.230786, 3.410569], [-3.320268, 1.205723, 4.794828], [-2.395749, 2.010688, 5.434911], [-1.604305, 2.863604, 4.678863], [-1.726583, 2.916998, 3.299355], [-0.897052, 3.891772, 2.507483], [-1.640558, 5.207461, 2.273401], [-2.674177, 2.103014, 2.661251], [-2.680344, 2.098933, 1.256064], [-3.723767, 2.177031, 0.531262], [-3.658968, 1.861324, -0.868188], [-4.656801, 1.844726, -1.832794], [-4.070157, 1.354879, -3.014251], [-2.746160, 1.068251, -2.709062], [-2.497903, 1.386974, -1.424688], [-6.642010, 0.138854, 2.448169], [-6.039806, 1.801020, 2.458961], [-6.216026, 0.927673, 3.971649], [-4.264219, 0.101071, 1.751989], [-4.430430, -0.661793, 3.310118], [-3.928824, 0.519822, 5.375157], [-2.280056, 1.962743, 6.509914], [-0.869872, 3.496328, 5.164749], [-0.637309, 3.465315, 1.535779], [0.037105, 4.082647, 3.039999], [-2.527662, 5.037121, 1.658623], [-0.998405, 5.925095, 1.758607], [-1.961916, 5.650266, 3.218186], [-4.696984, 2.465411, 0.938646], [-5.679208, 2.161033, -1.688891], [-4.542791, 1.208317, -3.972071], [-1.970877, 0.665385, -3.342803], [4.001304, -5.663286, 3.464774], [4.231112, -4.365227, 2.737754], [4.222680, -3.152825, 3.414146], [4.490932, -1.953050, 2.763874], [4.454744, -0.651949, 3.522200], [4.767821, -1.974279, 1.396982], [4.740198, -3.176766, 0.685124], [4.952121, -3.196592, -0.806352], [4.475436, -4.355333, 1.369260], [5.165523, -0.716835, 0.695804], [6.504651, -0.343145, 0.775880], [6.968236, 0.785744, 0.126183], [6.094874, 1.540194, -0.639657], [4.750183, 1.194575, -0.739527], [4.269178, 0.063865, -0.037030], [2.350781, -0.364813, -0.022059], [1.219363, 1.387522, 0.706453], [1.702406, -2.058691, 1.291074], [0.155917, -2.258718, -0.308673], [-1.578824, -0.930682, 0.163198], [1.406337, -1.242888, -1.855345], [-0.670371, -3.982042, -0.768603], [-1.281647, -4.742841, 0.243960], [-1.947928, -5.916489, -0.089038], [-2.026024, -6.336730, -1.405859], [-1.438132, -5.580014, -2.403603], [-0.759763, -4.401069, -2.103289], [-0.174796, -3.628309, -3.241475], [1.136466, -3.849689, -3.655006], [2.050751, -4.808411, -2.938302], [1.634493, -3.119353, -4.732970], [0.863001, -2.181861, -5.397493], [1.419247, -1.384672, -6.546640], [-0.452405, -1.991539, -4.978955], [-0.986518, -2.702984, -3.917164], [-2.414883, -2.481898, -3.492998], [-1.219941, -4.312402, 1.672447], [-0.067187, -4.545693, 2.425933], [1.080578, -5.378885, 1.911020], [0.015155, -4.018515, 3.713629], [-1.022269, -3.290954, 4.268204], [-0.899344, -2.656642, 5.626313], [-2.197001, -3.152285, 3.532785], [-2.322505, -3.659821, 2.250557], [-3.624371, -3.502300, 1.502918], [3.903648, 1.977555, -1.691918], [3.437602, 3.259960, -1.390923], [3.773421, 3.964535, -0.100044], [2.605742, 3.903525, -2.303333], [2.231602, 3.310537, -3.498957], [1.290453, 3.992663, -4.453714], [2.764653, 2.062039, -3.807714], [3.615782, 1.398679, -2.938295], [4.259032, 0.099660, -3.363090], [3.630201, -5.490278, 4.474617], [4.930471, -6.231449, 3.543324], [3.279847, -6.289780, 2.938485], [4.005353, -3.138304, 4.477102], [4.105024, -0.810941, 4.541387], [3.785126, 0.066506, 3.043554], [5.441872, -0.186958, 3.566393], [5.739249, -2.507973, -1.114297], [4.038120, -2.887909, -1.324290], [5.213770, -4.197719, -1.148536], [4.460897, -5.291660, 0.819995], [7.181925, -0.961804, 1.352941], [8.012996, 1.061947, 0.194069], [6.451228, 2.403663, -1.188563], [-2.400573, -6.503731, 0.701196], [-2.546798, -7.252995, -1.654197], [-1.498502, -5.894232, -3.438880], [1.518948, -5.436627, -2.226285], [2.814502, -4.254664, -2.385943], [2.564112, -5.457103, -3.649897], [2.662804, -3.278424, -5.042676], [2.465171, -1.630120, -6.727892], [1.351962, -0.313482, -6.346242], [0.861744, -1.580151, -7.464525], [-1.073676, -1.263469, -5.491500], [-2.903530, -1.757846, -4.143257], [-2.478623, -2.105847, -2.469166], [-2.984795, -3.412811, -3.529075], [0.909228, -5.746306, 0.900793], [1.221940, -6.244259, 2.562443], [2.009661, -4.805748, 1.909728], [0.927568, -4.169566, 4.282051], [0.001830, -2.991446, 6.138981], [-1.759941, -2.896204, 6.253082], [-0.852733, -1.569269, 5.534162], [-3.035086, -2.625870, 3.976394], [-4.422026, -3.226947, 2.191865], [-3.913064, -4.423238, 0.997164], [-3.565822, -2.725524, 0.737913], [4.245289, 3.303285, 0.624078], [2.867778, 4.368478, 0.354135], [4.453279, 4.799861, -0.285656], [2.210733, 4.882506, -2.051313], [1.029027, 4.988415, -4.102604], [0.363394, 3.425230, -4.552681], [1.737210, 4.080324, -5.446913], [2.527064, 1.603593, -4.762766], [4.171776, -0.026058, -4.442398], [3.797471, -0.771460, -2.895707], [5.317582, 0.080723, -3.098628], [-1.378338, 3.985364, -1.166226], [-2.139241, 4.843758, -1.028667], [-3.018971, 5.823086, -0.913879], [-4.261447, 5.768496, -1.687145], [-5.391070, 6.345450, -0.847488], [-5.038501, 7.754864, -0.372073], [-3.716572, 7.747566, 0.396054], [-2.608560, 7.152098, -0.459303], [-4.447308, 4.733546, -1.971333], [-4.138674, 6.359712, -2.604143], [-5.548046, 5.696540, 0.019015], [-6.312811, 6.347597, -1.431825], [-5.838373, 8.159980, 0.248855], [-4.943995, 8.413172, -1.242996], [-3.820225, 7.142064, 1.300873], [-3.436151, 8.756648, 0.703125], [-1.674125, 7.060941, 0.088014], [-2.431915, 7.789271, -1.335965]], "forces_ev_per_a": [[-0.549, -0.090, -0.439], [0.027, -0.019, 0.032], [0.004, 0.026, -0.081], [-0.041, -0.060, 0.033], [0.033, -0.005, 0.012], [0.015, -0.002, -0.058], [-0.016, 0.007, 0.042], [0.075, 0.100, 0.023], [0.000, -0.019, -0.034], [0.012, -0.052, 0.005], [-0.187, 0.120, -0.097], [0.186, -0.087, 0.240], [-0.061, 0.106, -0.029], [0.027, -0.135, -0.012], [-0.015, 0.106, -0.130], [-0.026, -0.003, 0.032], [0.045, 0.096, -0.026], [-0.160, -0.169, 0.162], [0.006, -0.007, 0.002], [-0.029, 0.003, -0.004], [0.004, 0.009, -0.003], [0.027, -0.004, 0.010], [0.004, -0.052, 0.034], [-0.008, 0.001, -0.010], [-0.005, 0.010, 0.006], [0.004, -0.003, -0.003], [0.011, 0.014, 0.067], [-0.009, 0.000, 0.011], [0.008, 0.004, 0.050], [0.004, -0.020, 0.032], [0.006, 0.009, 0.006], [-0.024, -0.078, 0.003], [-0.007, -0.026, 0.005], [-0.018, 0.009, 0.012], [0.020, -0.031, 0.027], [0.073, -0.052, -0.022], [0.103, 0.043, 0.100], [-0.004, -0.046, -0.014], [0.075, 0.011, 0.039], [0.016, -0.032, 0.000], [0.234, 0.013, 0.020], [0.107, -0.088, 0.007], [0.018, 0.018, 0.060], [0.097, 0.031, -0.048], [-0.070, -0.006, 0.123], [0.100, 0.004, 0.025], [0.005, -0.032, -0.002], [-0.097, -0.023, 0.038], [0.069, -0.139, 0.034], [0.006, 0.286, -0.326], [0.063, 0.006, -0.080], [0.095, 0.124, 0.161], [-0.322, -0.135, -0.054], [0.124, 0.063, 0.103], [0.169, 0.363, -0.072], [0.012, 0.159, -0.074], [-0.073, 0.009, 0.044], [0.058, -0.026, -0.057], [0.017, -0.037, 0.028], [-0.011, -0.013, -0.005], [0.041, 0.004, -0.012], [0.018, -0.019, 0.033], [-0.063, -0.026, 0.007], [0.008, -0.029, -0.038], [-0.005, 0.014, -0.009], [0.001, -0.021, -0.016], [0.001, -0.014, -0.005], [-0.008, -0.006, 0.021], [0.032, 0.023, 0.000], [-0.021, 0.027, 0.047], [-0.011, -0.011, -0.015], [0.059, 0.048, -0.041], [-0.004, -0.059, -0.019], [-0.124, 0.066, -0.020], [0.003, 0.014, -0.012], [0.004, 0.000, 0.010], [-0.006, -0.010, -0.013], [-0.004, -0.022, 0.011], [-0.004, 0.072, -0.063], [0.042, 0.005, 0.036], [-0.097, -0.078, 0.126], [-0.095, -0.133, 0.108], [-0.033, -0.063, -0.013], [-0.060, -0.034, -0.024], [0.030, -0.030, 0.033], [0.016, -0.043, 0.003], [0.042, 0.067, -0.046], [-0.050, -0.111, -0.014], [-0.018, 0.027, -0.026], [-0.022, 0.002, 0.015], [0.023, 0.021, 0.018], [0.154, 0.022, 0.066], [-0.003, 0.002, 0.004], [0.004, 0.001, 0.001], [-0.019, 0.001, -0.001], [-0.002, 0.002, -0.011], [0.025, -0.010, 0.004], [0.011, 0.037, 0.029], [-0.030, -0.011, -0.005], [-0.003, -0.007, -0.009], [0.001, 0.002, 0.001], [-0.003, 0.009, 0.007], [0.001, 0.003, 0.001], [-0.005, 0.009, 0.003], [0.004, 0.000, 0.001], [0.002, -0.003, 0.001], [-0.015, -0.011, -0.011], [-0.046, -0.020, -0.015], [0.013, 0.011, -0.003], [-0.001, -0.006, -0.004], [0.005, -0.003, 0.001], [-0.005, 0.001, 0.007], [0.002, 0.005, -0.004], [-0.007, -0.014, -0.008], [0.000, 0.011, -0.005], [0.015, 0.012, 0.009], [0.005, 0.007, 0.000], [-0.023, 0.010, -0.022], [-0.076, 0.013, -0.026], [-0.216, -0.015, -0.048], [0.009, -0.012, 0.003], [0.003, -0.001, 0.004], [0.001, 0.002, 0.003], [0.002, 0.004, -0.002], [-0.037, 0.021, -0.005], [-0.008, 0.028, 0.013], [-0.004, -0.005, 0.021], [0.034, 0.020, -0.037], [-0.007, -0.020, -0.006], [-0.015, 0.003, -0.003], [0.005, -0.012, 0.005], [0.009, 0.002, 0.001], [0.002, 0.062, 0.006], [-0.006, -0.019, -0.007], [-0.034, 0.005, 0.027], [0.002, -0.009, 0.001], [-0.015, 0.000, -0.004], [-0.013, -0.014, 0.036], [0.001, 0.019, -0.017], [0.433, -0.146, 0.241], [0.067, 0.236, -0.313], [-0.065, -0.160, 0.099], [-0.046, 0.009, -0.001], [0.019, 0.006, 0.020], [0.034, -0.030, -0.017], [-0.021, -0.027, 0.013], [-0.037, 0.007, -0.087], [0.018, -0.012, 0.037], [0.005, -0.020, -0.020], [-0.030, -0.014, -0.010], [0.000, 0.018, -0.004], [0.000, -0.001, 0.010], [-0.021, 0.016, 0.010], [0.007, 0.033, 0.011], [-0.006, 0.009, -0.017], [-0.023, -0.003, -0.006], [0.034, 0.004, -0.001]], "lowdin_charge": [0.65, -0.09, -0.21, -0.16, -0.05, -0.08, -0.04, -0.18, -0.21, -0.09, -0.17, 0.05, -0.11, -0.35, -0.07, -0.09, -0.18, -0.18, 0.07, 0.06, 0.07, 0.09, 0.09, 0.11, 0.10, 0.11, 0.03, 0.11, 0.06, 0.06, 0.08, 0.13, 0.10, 0.09, 0.10, -0.05, -0.29, -0.02, -0.26, -0.02, -0.21, -0.23, -0.02, -0.03, -0.22, -0.03, -0.05, -0.03, -0.21, -0.20, 0.07, 0.19, 0.41, 0.11, 0.33, 0.35, -0.20, -0.22, -0.03, -0.05, -0.03, -0.22, -0.19, -0.26, -0.02, -0.03, -0.27, -0.05, -0.02, -0.22, -0.03, -0.16, -0.24, -0.04, -0.02, -0.25, -0.04, 0.00, -0.22, -0.04, -0.16, -0.23, -0.04, -0.01, -0.26, -0.05, -0.01, -0.22, -0.04, 0.08, 0.08, 0.05, 0.12, 0.08, 0.08, 0.09, 0.08, 0.05, 0.08, 0.13, 0.13, 0.11, 0.13, 0.13, 0.11, 0.13, 0.08, 0.06, 0.09, 0.12, 0.07, 0.07, 0.08, 0.12, 0.07, 0.05, 0.08, 0.08, 0.09, 0.03, 0.12, 0.07, 0.08, 0.08, 0.11, 0.08, 0.07, 0.04, 0.07, 0.07, 0.09, 0.12, 0.07, 0.08, 0.08, 0.11, 0.08, 0.02, 0.09, 0.19, -0.28, -0.10, -0.14, -0.18, -0.20, -0.18, -0.15, 0.11, 0.13, 0.12, 0.11, 0.11, 0.11, 0.11, 0.11, 0.11, 0.13]}